{"formula": "C6H15NOP", "method": "ωB97M-V with the def2-TZVPD basis set", "fmax_ev_per_a": 5.5, "de_lowest_kj_mol": 578.33, "homo_energy_ev": -12.85, "e_tot_ev": -19280.482, "charge": 1, "orbital_gap_ev": 9.127, "elements": ["P", "O", "N", "C", "C", "C", "C", "C", "C", "H", "H", "H", "H", "H", "H", "H", "H", "H", "H", "H", "H", "H", "H", "H"], "xyz": [[-0.40, -1.44, 0.29], [-1.24, 0.08, 0.70], [0.53, -0.75, -0.98], [-2.87, 0.27, -1.18], [1.79, -1.44, -1.19], [-0.17, 1.15, 0.43], [-2.51, 0.34, 0.13], [0.66, 0.60, -0.76], [0.42, 1.51, 1.75], [-1.56, -2.02, -0.45], [2.61, -1.20, -0.46], [0.39, 1.22, -1.73], [-3.86, 0.35, -1.40], [-0.69, 2.05, 0.01], [-2.12, 0.17, -2.06], [-0.35, 1.52, 2.54], [2.29, -1.94, 1.47], [-3.20, 0.44, 0.98], [1.66, -2.53, -1.34], [0.85, 2.62, 1.73], [1.68, 0.82, -0.59], [2.75, -1.66, 2.11], [2.13, -1.03, -2.14], [1.20, 0.88, 2.16]]}